This record from the OMol25 dataset describes a molecular structure, C39H50AsN7O3SSi3V. The level of theory is the ωB97M-V functional and the def2-TZVPD basis.

Structure (XYZ):
```
105
Properties=species:S:1:pos:R:3:forces:R:3
V -0.272462 1.651275 1.342810 0.25 0.95 -0.03
C -6.483822 -10.473943 -0.551973 0.01 0.01 -0.01
O -6.190209 -9.877301 0.698599 0.01 0.04 0.01
C -5.549648 -8.681456 0.694117 -0.02 -0.05 0.02
C -5.149722 -8.005776 -0.454424 0.00 0.00 0.01
C -4.500997 -6.786063 -0.340726 0.00 0.00 0.03
C -4.240730 -6.221935 0.902171 -0.01 -0.02 -0.01
C -4.647311 -6.912968 2.045206 0.00 -0.01 -0.02
C -5.293202 -8.126814 1.947522 0.01 0.01 -0.03
C -3.555787 -4.929006 0.965846 0.00 0.02 -0.03
N -3.142330 -4.244057 -0.074671 0.00 -0.02 0.00
C -2.565528 -3.113781 0.442910 -0.02 -0.02 0.07
C -2.632055 -3.113818 1.815166 0.00 0.00 -0.08
N -3.271375 -4.285335 2.140838 -0.01 -0.04 0.01
C -2.159574 -2.038088 2.624001 -0.03 0.07 0.11
C -2.291956 -1.941399 4.014727 0.03 0.00 -0.02
C -1.846652 -0.810130 4.654146 0.03 0.06 -0.03
C -1.289965 0.221545 3.898131 0.00 0.01 0.04
N -1.160245 0.148447 2.584277 0.04 0.08 -0.14
C -1.558197 -0.964809 1.944251 -0.12 -0.18 -0.13
C -1.392399 -0.992229 0.499118 -0.24 -0.12 0.03
N -0.743229 0.043240 -0.067529 0.05 0.14 0.21
C -0.693540 0.117172 -1.384334 0.06 -0.03 -0.07
C -1.254077 -0.851889 -2.219091 0.05 0.02 0.03
C -1.868253 -1.944052 -1.656634 -0.01 0.02 0.02
C -1.949497 -2.028562 -0.262400 0.13 0.00 -0.07
H -6.997546 -11.404087 -0.327240 0.00 0.00 0.00
H -5.570682 -10.690921 -1.111538 0.00 0.00 0.00
H -7.136260 -9.835090 -1.152037 0.00 0.00 0.00
H -5.335314 -8.413856 -1.436397 -0.01 -0.01 -0.01
H -4.187739 -6.254143 -1.228178 0.01 0.01 0.00
H -4.464239 -6.512103 3.034877 0.00 0.00 0.01
H -5.610511 -8.667143 2.828524 0.00 0.00 0.01
H -3.492730 -4.618776 3.061466 0.01 0.03 -0.01
H -2.745933 -2.744550 4.581937 -0.01 -0.01 -0.01
H -1.928592 -0.698188 5.725580 -0.01 -0.01 0.01
H -0.936981 1.134425 4.359592 -0.01 -0.03 0.02
H -0.174574 0.979366 -1.786144 -0.01 -0.01 -0.03
H -1.183305 -0.734591 -3.290795 0.00 -0.01 -0.02
H -2.301658 -2.730479 -2.259375 0.00 -0.01 -0.01
S 1.817290 1.587851 2.846447 -0.09 -0.03 -0.09
C 0.955859 2.958613 3.465150 0.17 -0.02 0.09
C 1.410199 3.802418 4.493539 -0.02 0.02 0.01
C 0.604548 4.833697 4.917944 0.02 0.00 0.00
C -0.646224 5.034911 4.328321 -0.03 -0.02 -0.05
C -1.021366 4.181550 3.313674 0.02 0.08 -0.05
N -0.241209 3.184476 2.893200 -0.06 -0.35 -0.02
H 2.380233 3.618562 4.933166 0.00 0.00 0.00
H 0.941564 5.489158 5.711601 0.00 0.00 0.01
H -1.303385 5.831220 4.645706 0.00 0.01 0.00
H -1.969222 4.281532 2.795593 -0.01 0.02 0.03
C -0.526620 5.914544 -1.352016 0.01 0.00 -0.02
N -1.391577 4.807386 -0.983126 0.01 0.00 0.01
C -2.724426 4.796618 -1.321070 0.00 -0.04 0.03
C -3.549300 3.811650 -0.940925 0.02 0.04 -0.01
C -3.031003 2.714738 -0.118016 -0.20 -0.06 0.00
O -3.723296 1.772189 0.251964 0.03 0.02 -0.01
N -1.707320 2.804717 0.220521 0.07 -0.21 0.10
C -0.888125 3.774360 -0.215058 -0.02 -0.11 0.04
O 0.323023 3.714043 0.078147 -0.02 -0.20 0.02
H -0.839262 6.308265 -2.318053 0.00 0.01 0.00
H 0.494107 5.551819 -1.421320 0.00 0.00 -0.01
H -0.564114 6.709952 -0.605078 0.01 0.00 -0.01
H -3.049294 5.633559 -1.925452 0.00 0.00 0.00
H -4.588854 3.802916 -1.228024 -0.01 0.01 -0.01
C 4.844527 3.154194 1.152895 0.05 -0.08 -0.02
Si 4.824967 1.597999 0.103026 -0.02 0.06 0.02
C 4.936859 0.059218 1.172723 0.03 0.04 -0.05
C 6.349930 1.677991 -0.999533 0.01 -0.01 0.13
As 2.752800 1.489992 -1.010327 0.01 -0.13 -0.02
Si 2.896967 3.246403 -2.558352 -0.04 -0.05 -0.01
C 3.206198 4.825594 -1.588072 -0.02 0.00 -0.11
C 1.222590 3.360856 -3.423464 0.11 0.05 0.02
C 4.208456 3.078601 -3.903339 -0.08 0.08 0.02
Si 3.030802 -0.428000 -2.345958 0.04 0.05 0.03
C 4.779247 -0.851991 -2.899636 -0.11 -0.11 -0.06
C 1.999287 -0.262155 -3.920648 0.07 -0.04 0.02
C 2.418530 -1.891240 -1.329466 0.03 0.04 -0.08
H 5.579165 3.034668 1.954309 0.01 0.01 0.01
H 3.876324 3.350577 1.611523 -0.04 -0.03 0.00
H 5.140341 4.019537 0.557459 -0.02 0.01 0.01
H 5.795012 0.142160 1.844882 0.01 -0.02 0.01
H 5.076180 -0.837247 0.564305 -0.01 -0.01 -0.02
H 4.042476 -0.073034 1.782535 -0.01 0.04 0.00
H 7.214729 1.826176 -0.344477 0.03 0.00 -0.03
H 6.313137 2.523877 -1.686727 -0.03 0.03 -0.01
H 6.522871 0.773735 -1.581004 -0.03 0.01 0.02
H 2.614292 4.846484 -0.671922 -0.02 -0.04 0.01
H 2.934556 5.693841 -2.196514 0.02 0.01 -0.01
H 4.259539 4.928441 -1.322794 0.00 -0.02 0.01
H 0.393538 3.211109 -2.730432 -0.01 0.01 0.05
H 1.139968 2.630966 -4.230372 0.00 -0.03 0.01
H 1.113807 4.353796 -3.869780 -0.01 0.00 -0.02
H 5.193684 3.386329 -3.551666 0.02 -0.02 0.03
H 3.940856 3.723428 -4.745406 0.03 0.02 -0.01
H 4.291421 2.059748 -4.282559 -0.04 -0.04 0.00
H 5.289106 -0.026382 -3.395429 -0.03 0.04 -0.01
H 4.709578 -1.680718 -3.611852 0.04 -0.01 0.00
H 5.399840 -1.186766 -2.067917 0.00 0.01 0.04
H 2.600373 0.175630 -4.721334 0.00 0.02 0.01
H 1.112073 0.357544 -3.806122 -0.07 0.00 0.07
H 1.679368 -1.253019 -4.253696 0.01 -0.01 -0.02
H 3.159313 -2.170782 -0.577454 0.01 0.03 0.02
H 2.259084 -2.756613 -1.978791 0.01 -0.02 0.01
H 1.484813 -1.679812 -0.807748 -0.05 0.04 -0.01
```
Forces are in eV/Å.

HOMO energy (spin up / spin down), eV: -6.664 / -7.086
Orbital gap (spin up / spin down), eV: 6.54 / 6.80
2S+1: 4
E, eV: -178831.2526
Charge: 0